C8H12N2OS | ωB97M-V/def2-TZVPD

Geometry as XYZ:
```
24
Properties=species:S:1:pos:R:3:forces:R:3:mulliken_charge:R:1
C 0.403 -1.825 -3.317 1.1 9.3 -1.7 -1.37
C 0.695 -1.125 -1.833 1.0 -1.5 -2.6 -0.80
C -0.308 -1.437 -0.728 -0.2 -3.3 -1.2 -0.17
C 0.154 -1.305 0.699 -3.8 -1.8 0.9 -0.36
C 0.820 -0.094 0.728 0.3 7.1 6.4 -0.58
C 0.167 0.900 1.517 1.7 0.0 -0.9 0.03
N 0.682 2.093 2.299 0.0 1.5 -1.4 -0.21
C -0.341 3.104 2.333 0.2 -3.1 -0.5 -0.07
S -0.200 4.710 2.620 -0.2 -1.0 0.0 -0.31
N -1.537 2.315 2.033 -3.0 4.9 -0.4 -0.18
C -1.328 1.082 1.511 -2.2 -2.2 -1.2 0.62
O -2.266 0.321 1.058 3.4 2.8 1.6 -0.67
H 0.067 -2.724 -3.344 -2.2 -5.9 0.7 0.45
H -0.337 -1.177 -3.988 0.8 -1.2 1.8 0.28
H 1.217 -1.773 -4.107 0.0 -0.1 1.7 0.35
H 1.479 -1.748 -1.583 2.0 -1.9 0.9 0.43
H 1.378 -0.225 -1.867 -1.9 0.1 -0.2 0.43
H -0.392 -2.675 -0.698 -1.1 3.1 -1.2 0.21
H -1.174 -0.739 -0.817 0.0 -1.5 -0.1 0.23
H -0.969 -1.102 1.188 3.3 -1.3 -0.6 0.28
H 0.769 -2.089 1.268 -1.0 0.6 -1.4 0.34
H 1.875 0.080 0.790 0.8 -0.5 -0.8 0.37
H 1.695 2.499 2.427 -2.7 -1.6 -0.8 0.32
H -2.550 2.934 1.808 4.1 -2.7 1.0 0.38
```
Positions in Å, forces in eV/Å.

Values from the calculation:
SMILES string = CCCC/C=C1/NC(=S)NC1=O
Multiplicity = 1



C8H12N3 | ωB97M-V/def2-TZVPD

Geometry as XYZ:
```
23
Properties=species:S:1:pos:R:3:forces:R:3:mulliken_charge:R:1
C 0.313 0.807 2.435 -1.6 -2.1 -1.2 -0.05
C -0.376 0.184 1.642 1.0 0.2 1.0 -0.43
C -1.159 -0.498 0.635 -1.5 1.6 -1.7 -0.16
C -1.426 0.835 -0.650 0.7 -1.8 2.8 -0.72
N -0.132 1.295 -1.039 -0.1 1.6 1.5 0.20
C 0.655 2.294 -0.399 -1.5 -1.0 0.7 -0.51
C 1.856 2.238 -0.977 0.5 1.2 0.0 -0.38
N 1.865 1.333 -1.953 0.8 -1.6 -1.9 -0.59
C 0.700 0.776 -1.987 -0.3 -0.3 0.2 -0.13
N -0.433 -1.670 -0.047 1.9 3.3 0.6 -0.19
C 0.026 -2.800 0.764 3.1 -1.0 0.7 -0.79
H 0.810 0.929 3.360 0.4 0.7 0.2 0.42
H -2.177 -0.828 0.967 1.0 0.2 -0.2 0.39
H -1.940 0.355 -1.491 -0.2 0.4 0.4 0.40
H -2.007 1.521 0.049 0.7 -0.6 -1.6 0.41
H 0.404 2.730 0.543 -0.6 0.4 0.0 0.50
H 2.705 2.869 -0.809 0.2 0.1 0.3 0.43
H 0.352 -0.026 -2.605 0.1 -0.1 -0.7 0.48
H 0.269 -1.110 -0.596 0.7 -0.8 1.0 0.33
H -0.914 -1.975 -0.823 -2.4 -1.2 -1.8 0.37
H 0.519 -3.643 0.155 -1.3 1.3 0.5 0.34
H 0.886 -2.502 1.447 -1.3 0.1 -0.8 0.32
H -0.797 -3.115 1.379 -0.3 -0.4 0.0 0.36
```
Positions in Å, forces in eV/Å.

Values from the calculation:
SMILES string = C#C[C@@H](Cn1ccnc1)[NH2+]C
Multiplicity = 1
Charge = +1



C8H12N3OS | ωB97M-V/def2-TZVPD

Geometry as XYZ:
```
25
Properties=species:S:1:pos:R:3:forces:R:3:mulliken_charge:R:1
C -1.731 -1.967 -0.178 -0.4 0.4 -0.5 -0.49
C -0.502 -2.422 -0.572 1.0 1.8 0.7 -0.74
C -2.043 -0.619 -0.292 -0.7 -1.0 1.8 -0.54
C 0.527 -1.510 -0.783 0.4 -0.2 -1.7 -0.20
C -1.017 0.317 -0.321 0.3 1.3 -1.6 0.75
C 0.286 -0.144 -0.692 0.4 0.4 0.5 -0.03
C 2.136 0.625 0.745 0.3 -0.6 -1.1 -0.15
C -2.822 2.008 -0.084 3.3 2.4 1.7 -1.16
N -1.372 1.644 -0.267 -0.3 1.5 -0.5 -0.25
N 3.172 -0.101 1.045 -2.5 0.0 2.5 0.13
N 4.073 -0.703 0.210 0.9 0.1 0.3 -0.52
O 2.806 0.782 -1.758 1.2 -0.9 -1.5 -0.63
S 1.679 1.133 -0.939 -2.4 0.1 2.3 0.42
H -2.416 -2.713 0.193 -0.6 0.2 -0.3 0.38
H -0.345 -3.438 -0.565 0.7 -2.1 -0.3 0.48
H -3.068 -0.317 -0.064 0.6 -0.1 -0.1 0.33
H 1.449 -1.820 -1.309 -0.3 0.0 0.8 0.38
H 1.345 0.809 1.460 0.4 0.0 0.5 0.41
H -2.829 1.883 1.012 -2.0 -0.4 -0.6 0.47
H -3.026 3.088 -0.309 0.8 -0.8 0.3 0.27
H -3.368 1.535 -0.822 -1.6 -1.6 -0.6 0.42
H 3.078 -0.540 2.014 0.7 0.7 -1.6 0.35
H -0.763 2.415 0.017 0.0 -1.0 -0.4 0.25
H 4.993 -0.603 0.639 0.0 -0.3 0.0 0.32
H 4.082 -0.185 -0.652 -0.1 0.1 -0.8 0.31
```
Positions in Å, forces in eV/Å.

Values from the calculation:
Multiplicity = 1
Charge = +1



C8H12N3S | ωB97M-V/def2-TZVPD

Geometry as XYZ:
```
24
Properties=species:S:1:pos:R:3:forces:R:3:mulliken_charge:R:1
C 2.736 -1.976 0.346 0.1 -1.8 -1.1 -0.28
C 2.084 -1.733 -0.871 -1.3 1.5 0.2 -0.60
C 2.166 -1.670 1.597 1.4 -0.2 -1.1 -0.65
C 0.774 -1.237 -0.829 -1.3 1.5 -0.5 -0.17
C 0.884 -1.165 1.598 -1.0 0.9 -0.2 -0.10
C 0.182 -0.891 0.394 0.2 -1.0 1.1 0.39
C -1.189 1.221 -0.150 0.6 -0.1 0.5 0.14
C -1.234 -0.293 0.534 0.2 2.1 -0.4 0.00
N -2.135 1.645 -0.926 -2.3 -1.3 -0.9 -0.32
N -0.123 3.683 -0.651 1.8 1.3 -1.6 -0.57
N -2.343 -0.991 -0.073 0.8 1.3 -2.7 -0.66
S 0.138 2.353 0.301 -0.8 -1.5 0.2 0.14
H 3.562 -2.718 0.192 0.1 1.5 0.9 0.32
H 2.574 -1.621 -1.841 0.1 -1.1 0.3 0.34
H 2.881 -1.736 2.438 -1.2 -0.3 -0.1 0.36
H 0.143 -0.967 -1.743 1.4 -0.5 0.9 0.21
H 0.337 -0.935 2.514 0.5 0.0 0.0 0.29
H -1.496 -0.011 1.617 0.5 -0.8 -1.4 0.47
H -2.034 2.477 -1.505 0.3 0.2 0.5 0.27
H -0.725 4.431 -0.365 -0.6 0.0 0.8 0.28
H 0.782 4.176 -0.949 -1.6 -1.5 0.4 0.31
H -3.078 1.113 -1.111 2.7 0.7 0.8 0.33
H -2.705 -1.690 0.478 -1.0 -1.7 1.9 0.26
H -2.181 -1.466 -0.995 0.4 1.0 1.2 0.24
```
Positions in Å, forces in eV/Å.

Values from the calculation:
Multiplicity = 1
Charge = +1



Across the entries above, energy above the lowest of the compared OMol25 structures with the same formula, charge and spin takes the values 577.8, 442.0, 270.8, 112.1 kJ/mol, respectively.